Entry 1:
ORCA calculation (ωB97M-V with the def2-TZVPD basis set) on 2 unconnected molecules or ions with the total composition C6H16NO at a distorted geometry.

Results
Orbital gap (eV): 9.209
DFT total energy (a.u.): -367.9328
Energy above the lowest of the compared OMol25 structures with the same formula, charge and spin (eV): 1.351
Total charge: +1
E_LUMO (eV): -3.53
Spin multiplicity: 1

Positions of all 24 atoms, in Å:
C 1.00 1.57 -0.67
C 0.80 0.07 -0.65
C 0.99 -0.62 0.72
C -0.31 -0.98 1.41
C -0.79 -2.22 1.32
C -0.98 0.09 2.21
N 1.68 -0.57 -1.70
H 0.80 1.95 -1.68
H 2.04 1.90 -0.57
H 0.42 2.06 0.10
H -0.22 -0.14 -0.91
H 1.54 0.06 1.37
H 1.66 -1.46 0.63
H -0.40 -2.97 0.64
H -1.63 -2.50 1.93
H -2.02 0.26 1.94
H -0.99 -0.14 3.28
H -0.51 1.08 2.17
H 2.67 -0.35 -1.54
H 1.43 -0.23 -2.63
H 1.55 -1.57 -1.64
H -2.42 2.17 -2.09
H -3.53 1.09 -2.04
O -2.77 1.44 -1.57

The computed Mulliken charges, all in e, follow: atom 1 (C): -1.557, atom 2 (C): 0.381, atom 3 (C): -1.303, atom 4 (C): 0.885, atom 5 (C): -1.047, atom 6 (C): -1.368, atom 7 (N): -0.209, atom 8 (H): 0.427, atom 9 (H): 0.456, atom 10 (H): 0.314, atom 11 (H): 0.297, atom 12 (H): 0.403, atom 13 (H): 0.575, atom 14 (H): 0.250, atom 15 (H): 0.335, atom 16 (H): 0.334, atom 17 (H): 0.388, atom 18 (H): 0.332, atom 19 (H): 0.355, atom 20 (H): 0.378, atom 21 (H): 0.364, atom 22 (H): 0.315, atom 23 (H): 0.316, atom 24 (O): -0.622


Entry 2:
ORCA calculation (ωB97M-V with the def2-TZVPD basis set) on 2 unconnected molecules or ions with the total composition C35H48ClIN3O9S at a distorted geometry.

Results
Orbital gap (eV): 6.969
DFT total energy (a.u.): -3358.6728
Total charge: +1
E_LUMO (eV): -4.26
Spin multiplicity: 1

Positions of all 98 atoms, in Å:
C 2.70 6.09 -3.79
C 1.77 4.74 -3.79
O 2.06 3.78 -4.87
C 1.98 2.38 -4.40
C 0.45 1.78 -4.30
C -0.16 1.95 -2.78
C 0.10 0.61 -1.81
C 0.54 0.99 -0.33
C -0.41 0.96 0.95
C 0.66 0.83 2.23
O 0.76 -0.46 2.85
C 0.30 -1.60 2.07
C 1.51 -2.25 1.13
C 3.00 -2.13 1.80
C 3.98 -1.09 0.93
C 5.47 -1.75 0.62
N 6.52 -0.62 0.74
C 7.15 -0.63 2.13
C 7.56 -0.79 -0.35
C 7.30 -0.56 -1.97
O 8.80 -1.14 0.03
C 0.08 -2.80 3.23
C 0.72 -2.40 4.70
O 0.18 -1.58 5.60
Cl 2.36 -3.20 5.23
C -1.12 -1.42 1.29
S -1.21 -2.40 -0.36
N -1.58 0.05 1.10
C -2.50 0.51 2.24
C -2.26 0.02 3.74
O -2.51 -1.21 4.27
I -1.57 1.43 5.34
O -2.41 -0.07 0.07
C -2.94 1.06 -0.60
O -3.30 0.80 -1.89
C -3.25 2.61 -0.20
C -4.66 2.88 0.64
C -5.06 4.43 1.11
C -4.16 5.76 0.75
C -2.75 5.49 -0.09
C -2.33 3.93 -0.51
H 3.65 5.88 -3.13
H 2.07 6.92 -3.21
H 2.94 6.52 -4.86
H 2.00 4.19 -2.76
H 0.62 5.00 -3.85
H 2.54 2.16 -3.40
H 2.53 1.73 -5.24
H -0.23 2.46 -5.00
H 0.35 0.68 -4.74
H 0.28 2.92 -2.30
H -1.33 2.16 -2.93
H -0.82 -0.08 -1.98
H 1.02 0.06 -2.34
H 0.97 2.11 -0.39
H 1.53 0.37 -0.09
H -0.84 2.07 1.07
H 1.77 1.16 1.91
H 0.36 1.68 3.03
H 1.33 -3.42 0.91
H 1.58 -1.77 0.06
H 3.03 -1.74 2.89
H 3.54 -3.19 1.69
H 4.19 -0.14 1.62
H 3.48 -0.71 -0.06
H 5.42 -2.21 -0.45
H 5.73 -2.52 1.48
H 7.98 0.20 2.25
H 6.33 -0.40 2.94
H 7.57 -1.71 2.39
H 6.22 -0.94 -2.27
H 7.43 0.55 -2.32
H 8.10 -1.21 -2.54
H -1.04 -3.13 3.33
H 0.66 -3.80 2.93
H -2.06 -1.93 1.84
H -0.15 -2.08 -1.20
H -3.62 0.19 1.95
H -2.57 1.70 2.31
H -5.34 1.96 0.91
H -6.05 4.60 1.73
H -4.41 6.87 1.05
H -2.04 6.39 -0.39
H -1.31 3.82 -1.07
C -4.79 -3.53 0.06
C -5.62 -3.40 -1.06
C -6.57 -4.39 -1.35
C -6.67 -5.50 -0.51
C -5.83 -5.64 0.61
C -4.89 -4.64 0.89
N -7.68 -6.53 -0.79
O -8.39 -6.39 -1.80
O -7.76 -7.49 0.00
H -4.06 -2.75 0.28
H -5.54 -2.52 -1.70
H -7.21 -4.27 -2.22
H -5.90 -6.50 1.27
H -4.24 -4.74 1.75

The computed Mulliken charges, all in e, follow: atom 1 (C): -0.941, atom 2 (C): 0.054, atom 3 (O): -0.412, atom 4 (C): -0.436, atom 5 (C): -0.715, atom 6 (C): 0.066, atom 7 (C): -0.714, atom 8 (C): -0.018, atom 9 (C): 0.288, atom 10 (C): -1.187, atom 11 (O): -0.169, atom 12 (C): 1.764, atom 13 (C): -0.988, atom 14 (C): -0.246, atom 15 (C): -0.143, atom 16 (C): -0.733, atom 17 (N): 0.079, atom 18 (C): -0.843, atom 19 (C): 0.463, atom 20 (C): -0.803, atom 21 (O): -0.562, atom 22 (C): -0.731, atom 23 (C): 0.346, atom 24 (O): -0.440, atom 25 (Cl): -0.163, atom 26 (C): -1.603, atom 27 (S): -0.070, atom 28 (N): 0.878, atom 29 (C): 0.149, atom 30 (C): -0.366, atom 31 (O): -0.451, atom 32 (I): 0.128, atom 33 (O): 0.077, atom 34 (C): 0.227, atom 35 (O): -0.532, atom 36 (C): 0.566, atom 37 (C): -0.415, atom 38 (C): -0.442, atom 39 (C): -0.394, atom 40 (C): -0.457, atom 41 (C): 0.080, atom 42 (H): 0.251, atom 43 (H): 0.259, atom 44 (H): 0.285, atom 45 (H): 0.038, atom 46 (H): 0.208, atom 47 (H): 0.301, atom 48 (H): 0.271, atom 49 (H): 0.337, atom 50 (H): 0.352, atom 51 (H): -0.248, atom 52 (H): 0.214, atom 53 (H): 0.221, atom 54 (H): 0.289, atom 55 (H): 0.386, atom 56 (H): -0.809, atom 57 (H): 0.575, atom 58 (H): 0.284, atom 59 (H): 0.089, atom 60 (H): 0.595, atom 61 (H): 0.146, atom 62 (H): 0.054, atom 63 (H): 0.345, atom 64 (H): 0.180, atom 65 (H): -0.010, atom 66 (H): 0.274, atom 67 (H): 0.386, atom 68 (H): 0.306, atom 69 (H): 0.250, atom 70 (H): 0.300, atom 71 (H): 0.235, atom 72 (H): 0.268, atom 73 (H): 0.281, atom 74 (H): 0.313, atom 75 (H): 0.462, atom 76 (H): 0.669, atom 77 (H): 0.175, atom 78 (H): 0.299, atom 79 (H): 0.559, atom 80 (H): 0.320, atom 81 (H): 0.319, atom 82 (H): 0.326, atom 83 (H): 0.330, atom 84 (H): 0.194, atom 85 (C): -0.255, atom 86 (C): -0.606, atom 87 (C): -0.383, atom 88 (C): -0.081, atom 89 (C): -0.389, atom 90 (C): -0.513, atom 91 (N): 0.960, atom 92 (O): -0.571, atom 93 (O): -0.570, atom 94 (H): 0.612, atom 95 (H): 0.438, atom 96 (H): 0.439, atom 97 (H): 0.446, atom 98 (H): 0.408


Entry 3:
ORCA calculation (ωB97M-V with the def2-TZVPD basis set) on 2 unconnected molecules or ions with the total composition C3H3NOS at a distorted geometry.

Results
Orbital gap (eV): 8.661
DFT total energy (a.u.): -644.1901
Energy above the lowest of the compared OMol25 structures with the same formula, charge and spin (eV): 2.634
E_LUMO (eV): 0.60
Spin multiplicity: 1

Positions of all 9 atoms, in Å:
C -0.35 -0.65 1.25
C -1.45 1.79 -0.45
C 1.46 -0.99 -0.40
N 0.43 -0.96 0.39
O -1.73 0.94 -1.18
S -0.83 2.93 0.36
H -1.14 -1.22 1.53
H 2.30 -1.37 -0.07
H 1.31 -0.48 -1.44

The computed Mulliken charges, all in e, follow: atom 1 (C): -0.316, atom 2 (C): 0.625, atom 3 (C): -0.395, atom 4 (N): -0.037, atom 5 (O): -0.347, atom 6 (S): -0.289, atom 7 (H): 0.238, atom 8 (H): 0.330, atom 9 (H): 0.192


- Which formula does entry 3 have?
  C3H3NOS


- What is the orbital gap in the second record?
  6.969 eV


- Which of these has the lowest orbital gap?
  C35H48ClIN3O9S